No. 1
58
Properties=species:S:1:pos:R:3 method="wB97M-V/def2-TZVPD" e_tot_ev=-58047.64757 smiles="CCN(CC)CCn1c(SCC(=O)NCc2ccco2)nc2c(sc3ccccc32)c1=O" molar_mass_g_mol=470.62 de_lowest_kcal_mol=3.5 total_charge=0 multiplicity=1 homo_lumo_gap_ev=8.20
C -5.402 -1.222 1.450
C -4.131 -1.118 0.598
N -3.340 0.080 0.790
C -2.628 0.161 2.049
C -1.265 -0.525 1.958
C -3.919 1.291 0.263
C -3.349 1.609 -1.136
N -1.905 1.686 -1.088
C -1.118 0.630 -1.407
S -1.889 -0.829 -1.995
C -0.467 -1.825 -2.548
C 0.131 -2.686 -1.437
O -0.026 -3.887 -1.396
N 0.842 -1.977 -0.547
C 1.542 -2.586 0.566
C 2.998 -2.264 0.529
C 4.005 -2.702 -0.282
C 5.174 -2.023 0.137
C 4.791 -1.221 1.167
O 3.477 -1.356 1.408
N 0.180 0.632 -1.330
C 0.782 1.758 -0.883
C 0.057 2.874 -0.506
S 1.052 4.176 0.070
C 2.484 3.214 -0.210
C 3.794 3.608 0.022
C 4.809 2.721 -0.273
C 4.532 1.457 -0.796
C 3.234 1.058 -1.022
C 2.193 1.937 -0.727
C -1.373 2.896 -0.580
O -2.113 3.806 -0.270
H -5.923 -2.144 1.209
H -6.072 -0.388 1.258
H -5.164 -1.232 2.511
H -3.488 -1.976 0.809
H -4.402 -1.166 -0.459
H -2.473 1.211 2.309
H -3.202 -0.298 2.866
H -1.379 -1.556 1.633
H -0.777 -0.515 2.930
H -0.628 -0.007 1.246
H -5.008 1.225 0.164
H -3.693 2.140 0.912
H -3.720 2.585 -1.458
H -3.636 0.841 -1.855
H 0.271 -1.140 -2.962
H -0.870 -2.479 -3.321
H 0.890 -0.968 -0.671
H 1.126 -2.224 1.512
H 1.380 -3.665 0.481
H 3.920 -3.422 -1.069
H 6.159 -2.125 -0.269
H 5.335 -0.536 1.785
H 4.005 4.587 0.421
H 5.835 3.011 -0.101
H 5.346 0.786 -1.024
H 3.012 0.083 -1.429

---

No. 2
60
Properties=species:S:1:pos:R:3 method="wB97M-V/def2-TZVPD" e_tot_ev=-138733.35909 molar_mass_g_mol=583.36 de_lowest_kcal_mol=0.0 total_charge=+2 multiplicity=1 homo_lumo_gap_ev=6.17
V -0.477 -0.418 -0.686
N 1.496 -1.151 -0.222
C 1.681 -2.424 -0.956
C 0.344 -3.136 -0.967
O 0.183 -4.306 -1.114
N -0.735 -2.236 -0.703
C -1.720 -2.687 0.277
C -1.731 -1.613 1.376
O -2.594 -1.490 2.195
O -0.703 -0.762 1.247
H 2.268 -0.523 -0.434
H 1.493 -1.321 0.782
H 2.425 -3.073 -0.497
H 1.994 -2.213 -1.979
H -1.453 -3.659 0.693
H -2.715 -2.765 -0.161
Se 0.402 1.617 1.944
N -0.070 1.465 0.197
C -0.110 2.691 -0.334
C -0.510 3.043 -1.654
C -0.493 4.358 -2.005
C -0.095 5.395 -1.101
C 0.274 5.110 0.168
C 0.267 3.743 0.589
N 0.578 3.347 1.807
H -0.817 2.282 -2.357
H -0.791 4.640 -3.007
H -0.103 6.418 -1.450
H 0.567 5.870 0.878
C -4.824 -0.585 -0.247
P -3.618 0.713 -0.443
C -3.413 1.567 1.109
C -4.166 1.856 -1.697
O -2.252 0.109 -0.905
H -5.788 -0.134 -0.003
H -4.526 -1.239 0.574
H -4.926 -1.149 -1.174
H -4.372 1.994 1.410
H -2.690 2.375 0.994
H -3.079 0.860 1.870
H -5.146 2.254 -1.432
H -4.238 1.341 -2.655
H -3.454 2.679 -1.775
C 4.153 1.728 -3.593
C 3.801 1.808 -2.235
C 2.619 1.275 -1.781
C 1.734 0.630 -2.673
C 0.493 0.040 -2.287
C -0.348 -0.571 -3.215
C 0.016 -0.613 -4.572
C 1.209 -0.070 -4.966
C 2.089 0.559 -4.047
C 3.310 1.119 -4.481
H 5.090 2.150 -3.930
H 4.468 2.302 -1.540
H 2.358 1.378 -0.736
H -1.287 -1.038 -2.935
H -0.641 -1.091 -5.284
H 1.504 -0.121 -6.007
H 3.567 1.058 -5.531

---

No. 3
56
Properties=species:S:1:pos:R:3 method="wB97M-V/def2-TZVPD" e_tot_ev=-99525.60429 molar_mass_g_mol=641.69 s2=6.1358 total_charge=+1 multiplicity=5 homo_lumo_gap_ev="7.17 / 5.30"
Os 0.378 0.321 0.791
C -3.008 0.314 1.039
C -2.702 -0.151 -0.424
C -2.341 1.116 -1.134
N -0.936 1.375 -0.994
C -0.203 2.282 -1.535
C -0.992 3.454 -1.978
C -0.496 4.597 -2.528
C 0.755 4.844 -3.111
C 1.842 4.071 -2.985
C 2.071 2.961 -2.128
C 1.239 2.188 -1.294
N 1.725 1.354 -0.327
C 3.006 0.900 -0.233
C 3.205 -0.523 -1.005
C 1.895 -1.180 -1.303
N 1.040 -1.331 -0.201
C 0.911 -2.517 0.479
C 1.660 -3.708 0.083
C 1.543 -5.037 0.512
C 0.556 -5.593 1.345
C -0.392 -4.901 2.123
C -0.656 -3.553 2.244
C -0.128 -2.458 1.491
N -0.416 -1.234 1.917
C -1.430 -0.830 2.889
C -2.787 -0.689 2.244
H -3.995 0.723 1.133
H -2.264 1.063 1.362
H -3.632 -0.422 -0.869
H -2.082 -0.992 -0.582
H -2.983 1.993 -0.768
H -2.549 1.171 -2.229
H -2.041 3.438 -1.635
H -1.276 5.342 -2.680
H 0.682 5.764 -3.787
H 2.748 4.433 -3.422
H 3.153 2.887 -1.949
H 3.269 0.840 0.814
H 3.720 1.636 -0.592
H 3.666 -1.167 -0.174
H 3.944 -0.530 -1.724
H 2.100 -2.114 -1.804
H 1.313 -0.558 -1.967
H 2.510 -3.461 -0.626
H 2.295 -5.720 0.158
H 0.609 -6.689 1.343
H -0.970 -5.492 2.752
H -1.525 -3.288 2.849
H -1.118 0.048 3.399
H -1.481 -1.555 3.757
H -3.500 -0.358 2.938
H -2.984 -1.673 1.852
Se -2.074 3.974 2.298
C -0.830 2.715 2.242
N -0.045 1.918 1.932